{"formula": "C29H22CrN2O3", "method": "ωB97M-V with the def2-TZVPD basis set", "total_energy_ha": -2497.5995, "charge": 1, "relative_energy_kcal_mol": 0.0, "spin_multiplicity": 4, "fmax_ev_per_a": 4.966, "elements": ["C", "C", "N", "C", "C", "C", "N", "H", "H", "H", "H", "H", "H", "H", "O", "C", "Cr", "C", "O", "C", "O", "C", "C", "C", "C", "C", "C", "C", "C", "C", "C", "C", "C", "C", "C", "C", "C", "C", "C", "C", "C", "C", "H", "H", "H", "H", "H", "H", "H", "H", "H", "H", "H", "H", "H", "H", "H"], "positions_angstrom": [[-0.33194, -2.57421, -1.72681], [-1.65202, -1.94679, -1.61372], [-2.77786, -2.69880, -1.70530], [-3.82012, -1.85194, -1.52154], [-5.21601, -2.32592, -1.65737], [-3.28352, -0.55776, -1.25892], [-1.92965, -0.63105, -1.34050], [0.43945, -1.81540, -1.86594], [-0.13636, -3.17629, -0.83266], [-0.33079, -3.27406, -2.56789], [-5.92685, -1.49214, -1.69048], [-5.31519, -2.91774, -2.57902], [-5.47784, -2.98487, -0.81543], [-3.86884, 0.33185, -1.04637], [0.59186, -3.74401, 3.32049], [1.23710, -2.77147, 3.34488], [2.47111, -1.34258, 3.06216], [2.03519, -1.71917, 1.27471], [1.84142, -2.06622, 0.17674], [3.70844, -2.71998, 2.55291], [4.26980, -3.63245, 2.09793], [3.32380, -0.60836, 4.89578], [1.94105, -0.37856, 4.95587], [1.29409, 0.26871, 3.90444], [2.00827, 0.68957, 2.75838], [1.31517, 0.90443, 1.49314], [0.62348, 0.99105, 0.47860], [-0.05155, 1.29297, -0.71697], [0.70031, 1.06893, -1.93971], [2.09941, 0.85362, -1.78113], [2.94843, 0.66925, -2.86273], [2.40992, 0.64267, -4.15361], [1.03282, 0.81915, -4.33791], [0.19099, 1.05365, -3.25323], [-1.24367, 2.10080, -0.58438], [-1.40747, 2.78987, 0.64783], [-2.43177, 3.70823, 0.83636], [-3.37250, 3.91532, -0.17823], [-3.29566, 3.16805, -1.36265], [-2.26609, 2.24766, -1.54276], [3.42267, 0.55008, 2.77028], [4.07161, -0.08983, 3.82347], [3.82533, -1.17350, 5.68089], [1.35865, -0.74719, 5.80230], [0.21304, 0.41334, 3.91873], [2.52992, 0.84309, -0.77637], [4.01759, 0.56131, -2.68416], [3.05282, 0.38687, -4.99389], [0.61563, 0.79747, -5.33996], [-0.87016, 1.18362, -3.42169], [-0.69560, 2.60552, 1.45915], [-2.46568, 4.26500, 1.77041], [-4.21812, 4.57895, -0.00427], [-4.02432, 3.30463, -2.15562], [-2.31409, 1.57282, -2.39411], [3.97976, 0.89926, 1.89837], [5.15460, -0.23747, 3.78151]]}

{"formula": "C40H69Cl3F24O3", "method": "ωB97M-V with the def2-TZVPD basis set", "total_energy_ha": -5567.5133, "relative_energy_kcal_mol": 684.7, "spin_multiplicity": 1, "fmax_ev_per_a": 17.506, "elements": ["C", "C", "C", "F", "F", "F", "F", "O", "C", "C", "F", "F", "F", "F", "H", "H", "H", "H", "C", "C", "C", "F", "F", "F", "F", "O", "C", "C", "F", "F", "F", "F", "H", "H", "H", "H", "C", "C", "C", "F", "F", "F", "F", "O", "C", "C", "F", "F", "F", "F", "H", "H", "H", "H", "C", "C", "C", "C", "C", "C", "H", "H", "H", "H", "H", "H", "H", "H", "H", "H", "H", "H", "H", "H", "C", "C", "C", "C", "C", "C", "H", "H", "H", "H", "H", "H", "H", "H", "H", "H", "H", "H", "H", "H", "C", "C", "C", "C", "C", "C", "H", "H", "H", "H", "H", "H", "H", "H", "H", "H", "H", "H", "H", "H", "C", "C", "C", "C", "C", "C", "H", "H", "H", "H", "H", "H", "H", "H", "H", "H", "H", "H", "H", "H", "C", "Cl", "Cl", "Cl", "H"], "positions_angstrom": [[1.31182, 4.76612, -0.46823], [1.04063, 3.21756, -0.49253], [-0.38011, 2.99682, -1.12371], [-0.47038, 3.16397, -2.44573], [-0.80166, 1.72385, -0.90731], [1.96396, 2.49998, -1.19227], [1.07130, 2.72398, 0.75995], [0.39727, 5.40123, 0.44920], [1.01617, 6.00896, 1.62626], [-0.09258, 6.94021, 2.28433], [0.30182, 7.80499, 3.23605], [-0.79052, 7.67612, 1.33942], [1.37346, 5.03730, 2.46981], [2.08118, 6.63567, 1.24181], [1.20606, 5.25693, -1.43571], [2.34034, 4.76167, -0.10734], [-1.11040, 3.63546, -0.62679], [-0.78258, 6.29266, 2.82533], [-2.82117, -0.58509, -2.18173], [-4.28847, -0.31624, -1.90907], [-5.11619, -0.54780, -3.22186], [-4.86794, -1.76104, -3.66597], [-6.48826, -0.41278, -3.08608], [-4.72113, -1.10094, -0.96657], [-4.40559, 0.93204, -1.47783], [-2.36604, -0.42887, -3.52763], [-1.50044, 0.68353, -3.85261], [-1.20146, 0.67918, -5.38171], [-2.30943, 0.86033, -6.09051], [-0.38260, 1.67045, -5.79864], [-2.05871, 1.79416, -3.47434], [-0.29313, 0.55348, -3.23497], [-2.68788, -1.64486, -1.96445], [-2.25173, 0.02999, -1.48493], [-4.80210, 0.09048, -4.04771], [-0.78661, -0.28494, -5.67580], [3.65718, -1.91719, -5.48656], [5.07100, -1.75014, -4.79828], [5.39012, -0.28947, -4.44348], [6.44622, -0.12291, -3.66859], [5.53683, 0.46453, -5.49872], [4.93127, -2.43752, -3.72086], [6.04298, -2.34845, -5.44677], [2.54210, -1.37991, -4.68873], [1.59997, -2.33364, -4.25782], [0.32444, -1.51450, -3.70764], [-0.13430, -0.60323, -4.57444], [-0.74293, -2.29658, -3.46588], [1.23806, -3.03974, -5.36208], [2.12503, -3.22011, -3.41972], [3.53815, -2.98369, -5.67766], [3.58798, -1.40322, -6.44529], [4.55673, 0.24444, -3.98686], [0.49960, -1.00720, -2.75893], [6.01540, -1.41657, 2.73547], [5.03751, -2.53480, 2.42414], [3.55378, -2.06290, 2.27634], [2.53667, -3.19276, 1.81332], [1.09535, -2.71563, 1.87351], [0.09950, -3.59382, 1.25945], [6.15593, -0.72947, 1.90106], [6.94380, -1.90046, 3.03882], [5.75517, -0.81173, 3.60412], [5.40491, -3.10721, 1.57242], [5.11765, -3.29655, 3.19966], [3.58361, -1.32651, 1.47326], [3.20854, -1.49807, 3.14230], [2.79866, -3.50868, 0.80354], [2.66656, -4.07610, 2.43857], [0.78786, -2.49274, 2.89522], [0.99617, -1.71799, 1.44575], [0.21428, -4.66532, 1.42316], [-0.93971, -3.34655, 1.47623], [0.17928, -3.52663, 0.17445], [-2.61547, -1.97286, 1.29799], [-2.42074, -1.84173, -0.20496], [-0.99164, -1.71383, -0.71828], [-0.10080, -0.72438, 0.09180], [1.30512, -0.58791, -0.62937], [2.18407, 0.54914, -0.03313], [-3.68116, -2.03647, 1.51783], [-2.22275, -1.17284, 1.92559], [-2.21762, -2.93001, 1.63516], [-2.93801, -2.69785, -0.63812], [-2.90844, -0.91988, -0.52186], [-1.07138, -1.55885, -1.79426], [-0.51598, -2.69090, -0.63347], [-0.53300, 0.27617, 0.10610], [0.01272, -1.07636, 1.11714], [1.85259, -1.53036, -0.61590], [1.13313, -0.27782, -1.66009], [1.79931, 1.53641, -0.28875], [2.29450, 0.46661, 1.04811], [3.16528, 0.48643, -0.50368], [-2.67537, 2.69341, 0.04812], [-2.25446, 1.36062, 0.76529], [-3.24485, 0.86425, 1.77258], [-4.52041, 0.29241, 1.06353], [-5.71796, 0.24877, 1.98021], [-6.97270, -0.43108, 1.41431], [-2.78992, 3.56325, 0.69493], [-3.57939, 2.60433, -0.55433], [-2.02774, 2.95930, -0.78733], [-2.14062, 0.55391, 0.04116], [-1.26696, 1.34983, 1.22662], [-3.48123, 1.73781, 2.38013], [-2.81118, 0.16761, 2.49002], [-4.70574, 0.73806, 0.08621], [-4.30121, -0.75174, 0.84042], [-5.47019, -0.20077, 2.94179], [-5.91839, 1.30235, 2.17483], [-7.58160, -0.74684, 2.26145], [-7.62205, 0.11604, 0.73087], [-6.66752, -1.41481, 1.05760], [-1.57232, -2.38812, 5.65181], [-1.06977, -1.83775, 4.27768], [-0.40930, -0.50399, 4.49271], [0.27650, 0.10583, 3.24847], [0.83763, 1.43330, 3.57395], [1.34099, 2.18017, 2.30692], [-0.76301, -2.60508, 6.34900], [-2.11824, -3.31380, 5.46970], [-2.35261, -1.74906, 6.06515], [-0.36707, -2.53968, 3.82868], [-1.92554, -1.89388, 3.60492], [0.33303, -0.49899, 5.29084], [-1.22984, 0.13139, 4.82602], [1.03742, -0.56247, 2.84538], [-0.50700, 0.31292, 2.51954], [0.05899, 2.08601, 3.96863], [1.67703, 1.30803, 4.25792], [2.11298, 1.67687, 1.72484], [0.48828, 2.40187, 1.66517], [1.86335, 3.09319, 2.59262], [4.49228, -0.10991, -1.42158], [3.40099, -1.22178, -2.32124], [4.54143, 1.52688, -2.18346], [6.14632, -0.83822, -1.33456], [4.17896, -0.07862, -0.37805]]}

{"formula": "C5H8N2", "method": "ωB97M-V with the def2-TZVPD basis set", "total_energy_ha": -304.6637, "relative_energy_kcal_mol": 107.8, "spin_multiplicity": 1, "fmax_ev_per_a": 0.364, "elements": ["C", "C", "N", "C", "C", "N", "C", "H", "H", "H", "H", "H", "H", "H", "H"], "positions_angstrom": [[0.22163, -0.17500, 1.95925], [0.02362, 0.97163, 0.98572], [-0.41726, 0.43858, -0.30800], [0.74773, 0.35364, -1.11302], [0.38974, -0.68843, -2.05193], [-0.86216, -1.07761, -1.87716], [-1.32303, -0.37925, -0.80020], [0.64054, 0.20771, 2.89614], [-0.71779, -0.70628, 2.20362], [0.92046, -0.92726, 1.56973], [1.38475, 0.61206, -0.05158], [-0.69397, 1.70611, 1.36544], [0.98464, 1.31833, -1.57855], [0.99913, -1.11351, -2.84154], [-2.29804, -0.54073, -0.35790]]}

{"formula": "C47H41BN3O9PS", "method": "ωB97M-V with the def2-TZVPD basis set", "total_energy_ha": -3421.1989, "spin_multiplicity": 1, "fmax_ev_per_a": 6.722, "elements": ["C", "B", "O", "N", "C", "C", "C", "C", "C", "O", "N", "C", "C", "C", "C", "C", "C", "C", "P", "N", "O", "C", "C", "O", "O", "C", "C", "C", "C", "S", "H", "H", "H", "H", "H", "H", "H", "H", "H", "H", "H", "H", "H", "H", "H", "H", "H", "H", "H", "H", "H", "H", "H", "H", "H", "C", "C", "C", "C", "C", "C", "C", "O", "C", "C", "C", "C", "C", "C", "C", "O", "H", "H", "H", "H", "H", "H", "H", "H", "C", "C", "C", "C", "C", "C", "C", "O", "C", "C", "C", "C", "C", "C", "C", "O", "H", "H", "H", "H", "H", "H", "H", "H"], "positions_angstrom": [[-0.63955, -0.34792, 2.06016], [-2.20080, -0.39183, 2.48934], [-2.56598, 0.24601, 3.75493], [-3.32927, -1.06690, 1.74855], [-3.43887, -2.51210, 1.89618], [-4.55606, -3.38066, 1.23938], [-4.48758, -4.95424, 1.50066], [-4.15201, -5.81551, 0.18855], [-3.29240, -5.01467, -0.91004], [-2.29814, -4.27306, -0.66007], [-3.66288, -5.19974, -2.31676], [-3.49899, -3.97002, -3.12138], [-2.22634, -3.79796, -4.04453], [-2.03111, -2.52448, -4.95580], [-3.09471, -1.36118, -5.01293], [-4.33147, -1.51270, -4.08716], [-4.52613, -2.78751, -3.17805], [-5.66269, -2.65346, 0.36846], [-7.06311, -3.65697, -0.40198], [-8.55868, -2.70207, -0.53143], [-7.52437, -4.97247, 0.64727], [-5.47844, -1.09835, 0.21800], [-6.56090, -0.32365, -0.71202], [-6.51489, -0.46193, -1.99327], [-7.54460, 0.44427, -0.10139], [-4.29166, -0.33119, 0.91992], [-4.22866, 1.23697, 0.67067], [-3.59203, 1.68970, -0.74264], [-3.06645, 0.49817, -1.68307], [-1.29816, -0.03394, -1.29204], [-0.36825, 0.52853, 1.36701], [-0.29734, -1.37239, 1.64298], [-0.01758, -0.18857, 3.02320], [-2.16985, 1.14573, 3.71965], [-2.65674, -3.04309, 2.55757], [-3.63558, -5.15300, 2.26372], [-5.44814, -5.28952, 2.04848], [-5.17073, -6.05173, -0.31439], [-3.64192, -6.79534, 0.48591], [-4.59829, -5.61927, -2.43429], [-1.39521, -4.58798, -4.09999], [-1.11189, -2.43061, -5.62289], [-3.00308, -0.44208, -5.68262], [-5.14581, -0.69555, -4.06619], [-5.47781, -2.80476, -2.55193], [-8.52943, -1.99243, 0.22006], [-8.44904, -2.19813, -1.43660], [-7.43463, -4.69226, 1.58904], [-3.71573, 1.84555, 1.49035], [-5.33016, 1.60551, 0.65720], [-2.72368, 2.40622, -0.54845], [-4.39188, 2.25856, -1.36115], [-2.99180, 0.94180, -2.75277], [-3.77166, -0.39805, -1.77411], [-1.32353, -1.23608, -0.58599], [5.65929, 4.14335, -6.64228], [4.64999, 3.53325, -7.38417], [3.77799, 2.63968, -6.77132], [3.92064, 2.34399, -5.41506], [4.94641, 2.93634, -4.67802], [5.80908, 3.84615, -5.29203], [5.13942, 2.59381, -3.25060], [6.03382, 3.11421, -2.60440], [4.23617, 1.60422, -2.62239], [4.44110, 1.22819, -1.29409], [3.58939, 0.30890, -0.69078], [2.52457, -0.23135, -1.40780], [2.31938, 0.13608, -2.73351], [3.18148, 1.04779, -3.34641], [2.97655, 1.40544, -4.76769], [2.04745, 0.93014, -5.39850], [6.33376, 4.84760, -7.11918], [4.54166, 3.75622, -8.44092], [2.99030, 2.17148, -7.35354], [6.60083, 4.32063, -4.72069], [5.26704, 1.64701, -0.72687], [3.75440, 0.01440, 0.34124], [1.85583, -0.94318, -0.93371], [1.49011, -0.29214, -3.28847], [6.59053, 4.60481, 2.66123], [5.58169, 3.99412, 1.91924], [4.70993, 3.10056, 2.53254], [4.85220, 2.80541, 3.88891], [5.87750, 3.39834, 4.62603], [6.74002, 4.30816, 4.01186], [6.07011, 3.05646, 6.05351], [6.96345, 3.57677, 6.69940], [5.16668, 2.06658, 6.68205], [5.37145, 1.69112, 8.01088], [4.51933, 0.77142, 8.61394], [3.45492, 0.23071, 7.89578], [3.25090, 0.59798, 6.57010], [4.11278, 1.50979, 5.95767], [3.90837, 1.86694, 4.53613], [2.97845, 1.39028, 3.90465], [7.26489, 5.30900, 2.18424], [5.47358, 4.21654, 0.86208], [3.92256, 2.63208, 1.94965], [7.53143, 4.78313, 4.58325], [6.19697, 2.11081, 8.57757], [4.68363, 0.47706, 9.64577], [2.78608, -0.48139, 8.36900], [2.42259, 0.16944, 6.01439]]}

{"formula": "C3H5NO3", "method": "ωB97M-V with the def2-TZVPD basis set", "total_energy_ha": -397.5207, "charge": -2, "spin_multiplicity": 3, "fmax_ev_per_a": 3.644, "elements": ["C", "C", "C", "N", "O", "O", "O", "H", "H", "H", "H", "H"], "positions_angstrom": [[-1.23091, -0.49083, -0.72077], [0.77978, 1.09212, -0.44932], [0.27550, -0.26869, -0.22220], [0.33255, -0.55047, 1.75311], [-1.95973, 0.52953, -0.85543], [0.45215, -1.85372, 2.02142], [-1.47319, -1.60159, -1.24465], [0.55464, 1.32540, -1.55327], [0.12950, 1.73570, 0.18063], [1.88883, 1.20062, -0.21100], [0.88178, -0.99535, -0.62035], [-0.63091, -0.12271, 1.92183]]}

{"formula": "C29H30N7O2PY", "method": "ωB97M-V with the def2-TZVPD basis set", "total_energy_ha": -2035.9334, "charge": 3, "relative_energy_kcal_mol": 15.0, "spin_multiplicity": 1, "fmax_ev_per_a": 1.284, "elements": ["Y", "N", "C", "N", "C", "N", "N", "C", "N", "C", "C", "C", "C", "C", "N", "H", "H", "H", "H", "H", "H", "H", "H", "C", "N", "C", "C", "O", "H", "H", "H", "H", "H", "H", "H", "O", "P", "C", "C", "C", "C", "C", "C", "C", "C", "C", "C", "C", "C", "C", "C", "C", "C", "C", "C", "H", "H", "H", "H", "H", "H", "H", "H", "H", "H", "H", "H", "H", "H", "H"], "positions_angstrom": [[0.17379, 0.99017, 0.12448], [3.14416, -0.83501, -0.35851], [3.39673, 0.48026, -0.36228], [4.65353, 0.84999, -0.40080], [4.91205, 2.15993, -0.38606], [6.15714, 2.57094, -0.42001], [3.93033, 3.10831, -0.33641], [2.71668, 2.67574, -0.29933], [2.33130, 1.35965, -0.30754], [1.63863, 3.69850, -0.20386], [1.91141, 5.03562, -0.42742], [0.88826, 5.96323, -0.28379], [-0.36945, 5.52168, 0.10158], [-0.56513, 4.17031, 0.30988], [0.40796, 3.25801, 0.14522], [3.94657, -1.43452, -0.48111], [2.23959, -1.19608, -0.60668], [6.90800, 1.90030, -0.47095], [6.37121, 3.55529, -0.40437], [2.91446, 5.32849, -0.69999], [1.07301, 7.01493, -0.45730], [-1.18750, 6.21294, 0.24836], [-1.52945, 3.79629, 0.62955], [-3.57653, 2.23906, -3.37912], [-2.52293, 1.84831, -2.43275], [-1.18210, 1.65413, -2.97750], [-2.77878, 1.67917, -1.16410], [-1.91734, 1.37008, -0.29169], [-3.13104, 2.80962, -4.18965], [-4.31986, 2.86343, -2.88933], [-4.06646, 1.36081, -3.79847], [-1.25818, 1.20981, -3.96733], [-0.60339, 0.96440, -2.35679], [-0.66225, 2.60991, -3.06898], [-3.81724, 1.81749, -0.86036], [0.09087, -0.91498, -0.71264], [-0.43058, -1.94743, 0.32841], [0.38859, -1.46184, 1.88787], [0.13609, -0.17713, 2.42405], [0.80870, 0.24310, 3.56724], [1.72000, -0.60832, 4.18093], [1.93692, -1.88315, 3.67873], [1.28253, -2.30816, 2.52514], [-2.19100, -1.74194, 0.57149], [-2.75629, -1.75555, 1.84757], [-4.13542, -1.70498, 1.98137], [-4.94019, -1.66076, 0.85117], [-4.37607, -1.67671, -0.42098], [-3.00120, -1.72242, -0.56777], [-0.01449, -3.60168, -0.15690], [0.75256, -3.81928, -1.30159], [1.03327, -5.12037, -1.68554], [0.55179, -6.18522, -0.93451], [-0.21374, -5.96267, 0.20527], [-0.50801, -4.66939, 0.59807], [-0.75708, 0.38567, 2.10308], [0.59187, 1.20734, 4.00982], [2.23293, -0.28477, 5.07669], [2.61056, -2.55797, 4.19046], [1.46237, -3.29702, 2.12198], [-2.12582, -1.81660, 2.72645], [-4.58178, -1.71612, 2.96671], [-6.01623, -1.63413, 0.96221], [-5.01495, -1.68275, -1.29489], [-2.54658, -1.76959, -1.55185], [1.10403, -2.98050, -1.89017], [1.62240, -5.30305, -2.57388], [0.76618, -7.19860, -1.24660], [-0.58788, -6.79745, 0.78221], [-1.12155, -4.48671, 1.47378]]}